Record 1
{
  "formula": "C4H8FN2O2S",
  "method": "the ωB97M-V functional and the def2-TZVPD basis",
  "lumo_energy_ev": -3.95,
  "de_lowest_kj_mol": 0.0,
  "e_homo_ev": -13.76,
  "total_charge": 1,
  "energy_ev": -24896.09798,
  "species": ["C", "C", "C", "C", "N", "N", "O", "O", "F", "S", "H", "H", "H", "H", "H", "H", "H", "H"],
  "coordinates": [[-0.5857, 1.8844, 0.1028], [-0.4363, -0.6141, 0.0498], [-0.2727, 2.9835, -0.5883], [0.7276, -2.6707, -0.8887], [-0.5413, 0.5427, -0.1708], [-0.4202, -1.9067, -0.1798], [3.3437, 1.5978, 0.3445], [2.2380, -0.5935, 0.5800], [3.9656, -0.2052, -1.1016], [3.5565, -0.0613, 0.4473], [-1.1159, 1.9305, 1.1537], [-0.4709, 3.8739, -0.0646], [4.0464, 2.2237, 0.6849], [0.2569, 3.0591, -1.5473], [1.1737, -1.9172, -1.5386], [0.1537, -3.4755, -1.4281], [1.5093, -2.9742, -0.1281], [-0.8489, -2.5032, 0.4321]],
  "atomic_forces_ev_per_a": [[-1.7, 1.3, 2.8], [-0.1, 1.0, -2.1], [0.6, -1.8, -0.3], [-0.6, 0.8, 0.6], [0.7, -3.1, 0.0], [2.4, 1.7, -1.2], [0.2, -0.6, 0.4], [-0.5, 0.1, -0.3], [-0.4, -0.1, 0.4], [1.3, 2.2, -0.1], [1.2, 0.5, -2.2], [-0.2, 1.1, 0.4], [-0.6, -1.5, -0.4], [-0.5, -0.4, 0.4], [0.0, -0.5, -0.3], [1.2, 0.7, 0.5], [-1.2, 0.0, -1.0], [-1.8, -1.3, 2.1]],
  "nbo_charge": [-0.08, 0.77, -0.31, -0.39, -0.28, -0.58, -0.92, -0.94, -0.49, 1.83, 0.25, 0.23, 0.53, 0.24, 0.23, 0.25, 0.24, 0.43]
}



Record 2
{
  "formula": "C12H15NO4",
  "method": "the ωB97M-V functional and the def2-TZVPD basis",
  "lumo_energy_ev": -0.71,
  "smiles": "CC1=CC(=O)[C@@]2(O[C@H]2C(=O)CC(C)C)C(=O)N1",
  "de_lowest_kj_mol": 268.0,
  "e_homo_ev": -9.28,
  "energy_ev": -22365.79612,
  "species": ["C", "C", "C", "C", "O", "C", "O", "C", "C", "O", "C", "C", "C", "C", "C", "O", "N", "H", "H", "H", "H", "H", "H", "H", "H", "H", "H", "H", "H", "H", "H", "H"],
  "coordinates": [[-3.6466, 0.7586, 4.2352], [-2.5017, 0.4373, 3.3254], [-1.8529, -0.7885, 3.4325], [-0.7807, -1.1726, 2.5095], [-0.1901, -2.2485, 2.7090], [-0.4046, -0.2209, 1.3746], [-0.1383, -0.8007, 0.0731], [1.0338, -0.3927, 0.7558], [1.9206, 0.7966, 0.2920], [2.6802, 1.3150, 1.1220], [1.8896, 1.2984, -1.1353], [3.2497, 1.1248, -1.8056], [3.1861, 1.8372, -3.1661], [3.6624, -0.3434, -1.8918], [-1.0656, 1.1697, 1.4784], [-0.8466, 2.0397, 0.6253], [-2.0646, 1.3749, 2.4273], [-4.4138, 1.2487, 3.6490], [-3.3022, 1.3616, 5.0814], [-4.0983, -0.1104, 4.6493], [-2.1206, -1.4960, 4.2062], [1.7232, -1.1899, 1.0530], [1.5756, 2.3517, -1.1761], [1.1772, 0.6990, -1.6925], [3.9367, 1.7034, -1.1455], [4.1754, 1.9160, -3.6302], [2.7639, 2.8448, -3.1106], [2.5759, 1.2659, -3.8727], [3.0321, -0.9270, -2.5655], [4.6753, -0.2989, -2.3125], [3.7079, -0.8164, -0.9052], [-2.6054, 2.1963, 2.3442]],
  "atomic_forces_ev_per_a": [[0.6, 0.8, -0.4], [1.3, -3.2, 0.9], [-0.6, 2.1, -0.9], [0.7, -2.1, 1.1], [-0.7, 1.8, -1.0], [1.8, -0.3, 0.4], [0.0, 1.0, 0.8], [-0.9, 0.8, 0.2], [0.4, 1.7, 1.5], [-1.6, -1.5, -1.4], [-0.4, -0.7, 0.0], [-0.2, 1.2, 0.5], [0.4, -0.5, -0.3], [0.8, 0.8, -0.2], [0.0, 1.1, -2.9], [-0.1, -1.5, 1.8], [0.7, -1.0, -0.1], [-0.2, 0.5, 0.1], [-0.2, 0.3, -0.3], [-0.1, -0.9, 0.2], [0.0, 0.0, -0.2], [-0.7, -0.1, 0.5], [0.0, -0.4, 0.3], [-0.4, 0.0, -0.1], [0.0, -0.6, -0.5], [0.0, 0.0, 0.1], [0.1, -0.1, 0.2], [-0.1, 0.0, 0.1], [-0.1, 0.1, 0.1], [-0.1, -0.6, 0.1], [0.0, 0.0, -0.2], [-0.3, 1.1, -0.4]],
  "nbo_charge": [-0.66, 0.28, -0.40, 0.50, -0.54, 0.03, -0.42, 0.04, 0.58, -0.53, -0.51, -0.21, -0.60, -0.62, 0.66, -0.55, -0.60, 0.22, 0.24, 0.24, 0.24, 0.23, 0.25, 0.21, 0.21, 0.21, 0.21, 0.20, 0.21, 0.22, 0.21, 0.42]
}



Record 3
{
  "formula": "C19H19AsCaN5O2S5Sb",
  "method": "the ωB97M-V functional and the def2-TZVPD basis",
  "lumo_energy_ev": 4.12,
  "de_lowest_kj_mol": 10.5,
  "e_homo_ev": -1.95,
  "total_charge": -2,
  "energy_ev": -171552.14766,
  "species": ["Ca", "S", "Sb", "S", "S", "S", "N", "N", "C", "N", "N", "N", "O", "O", "H", "H", "H", "H", "H", "S", "C", "C", "C", "C", "C", "C", "As", "C", "C", "C", "C", "C", "C", "C", "C", "C", "C", "C", "C", "H", "H", "H", "H", "H", "H", "H", "H", "H", "H", "H", "H", "H", "H"],
  "coordinates": [[1.9353, 0.2694, 2.1107], [6.0446, -1.8293, 4.7845], [4.9481, -1.4191, 2.8317], [2.7297, -2.2677, 2.7258], [4.5399, 0.9034, 2.4670], [6.1628, -2.3312, 1.0194], [2.4471, -2.3874, -0.5749], [3.6579, -1.7048, -0.7806], [3.7205, -0.3900, -0.5928], [4.9084, 0.1861, -0.7235], [2.5863, 0.2356, -0.1449], [2.5652, 1.5680, -0.0368], [1.6692, 2.0072, 0.7602], [3.2975, 2.3352, -0.6819], [2.3485, -2.4890, 0.4307], [2.5974, -3.3119, -0.9453], [4.5215, -2.1495, -0.4462], [5.6636, -0.4415, -0.4188], [4.9530, 1.1121, -0.3390], [-0.5362, -0.2171, 3.1589], [-1.4385, 1.1640, 2.5298], [-2.0104, 2.1233, 3.3840], [-2.7495, 3.1876, 2.8826], [-2.9368, 3.3294, 1.5120], [-2.3728, 2.3979, 0.6501], [-1.6362, 1.3174, 1.1377], [-0.6114, 0.0572, 0.0393], [-1.8083, -1.4924, -0.0543], [-2.7551, -1.8034, 0.9164], [-3.4816, -2.9895, 0.8366], [-3.2648, -3.8792, -0.2083], [-2.3141, -3.5798, -1.1788], [-1.5889, -2.3968, -1.0964], [-1.1349, 0.8444, -1.7030], [-0.2555, 1.7548, -2.2879], [-0.5883, 2.4227, -3.4621], [-1.8108, 2.1832, -4.0759], [-2.6962, 1.2734, -3.5066], [-2.3597, 0.6125, -2.3299], [-1.8565, 2.0136, 4.4514], [-3.1774, 3.9129, 3.5692], [-3.5091, 4.1591, 1.1123], [-2.5121, 2.5227, -0.4154], [-2.9113, -1.1265, 1.7457], [-4.2113, -3.2237, 1.6041], [-3.8224, -4.8096, -0.2566], [-2.1290, -4.2722, -1.9928], [-0.8347, -2.1737, -1.8392], [0.6995, 1.9600, -1.8174], [0.1082, 3.1314, -3.8943], [-2.0732, 2.7004, -4.9923], [-3.6554, 1.0837, -3.9752], [-3.0618, -0.0833, -1.8887]],
  "atomic_forces_ev_per_a": [[-0.2, -1.3, 1.7], [-0.1, 0.0, 0.0], [0.2, -0.1, -0.1], [0.2, -0.1, 0.0], [0.3, 0.0, 0.2], [-0.1, 0.2, 0.0], [-0.1, 0.2, -0.3], [-0.3, 0.6, -0.3], [-0.5, 0.2, 0.2], [0.3, -0.1, -0.2], [0.1, 0.6, -0.6], [0.4, 0.8, -0.9], [0.9, 0.4, -1.4], [-0.9, -0.8, 0.7], [-0.2, -0.1, 0.6], [0.0, -0.2, -0.2], [0.5, -0.4, 0.2], [0.2, 0.0, 0.0], [0.1, 0.2, 0.2], [-0.4, 0.3, 0.2], [-0.1, 0.0, -0.1], [-0.1, 0.0, -0.1], [0.1, -0.1, 0.1], [0.0, -0.1, 0.0], [0.1, -0.2, 0.1], [0.0, 0.1, 0.2], [-0.6, 0.0, -0.2], [0.0, -0.2, 0.0], [-0.1, 0.0, -0.1], [0.1, 0.1, -0.1], [0.0, 0.0, 0.0], [0.0, 0.1, 0.0], [-0.1, -0.1, 0.2], [0.0, 0.0, 0.0], [0.0, 0.0, 0.0], [-0.1, 0.0, 0.0], [0.0, -0.1, 0.1], [0.1, 0.0, 0.0], [0.1, 0.1, -0.1], [0.0, 0.0, 0.0], [0.0, 0.0, 0.0], [0.0, 0.0, 0.0], [0.0, 0.0, -0.1], [0.0, 0.0, 0.0], [0.0, 0.0, 0.0], [0.0, 0.1, 0.0], [0.0, 0.0, 0.0], [0.1, 0.0, -0.1], [0.0, 0.0, 0.0], [0.0, 0.0, 0.0], [0.0, 0.0, 0.0], [0.0, 0.0, 0.0], [0.0, 0.0, 0.0]],
  "nbo_charge": [1.69, -0.89, 1.38, -1.05, -1.10, -0.99, -0.67, -0.46, 0.66, -0.79, -0.52, 0.60, -0.55, -0.43, 0.40, 0.35, 0.43, 0.44, 0.43, -0.51, -0.15, -0.25, -0.21, -0.29, -0.15, -0.41, 0.94, -0.22, -0.24, -0.21, -0.24, -0.23, -0.24, -0.33, -0.22, -0.21, -0.23, -0.24, -0.17, 0.21, 0.19, 0.19, 0.20, 0.24, 0.20, 0.20, 0.20, 0.22, 0.22, 0.20, 0.20, 0.20, 0.21]
}



Record 4
{
  "formula": "C3H2FO3",
  "method": "the ωB97M-V functional and the def2-TZVPD basis",
  "lumo_energy_ev": 3.64,
  "de_lowest_kj_mol": 458.4,
  "e_homo_ev": -4.21,
  "total_charge": -1,
  "energy_ev": -12000.78821,
  "species": ["C", "C", "C", "O", "O", "O", "F", "H", "H"],
  "coordinates": [[-2.1555, -0.0575, 0.1110], [-0.6531, -0.3882, 0.3071], [2.4879, 0.4640, -0.9277], [-2.9987, -0.7886, -0.3627], [-2.1448, 1.0822, 0.6042], [0.2298, -0.1548, -0.5126], [2.8215, 0.9772, 0.2653], [-0.3993, -0.5273, 1.3796], [2.8120, -0.6070, -0.8642]],
  "atomic_forces_ev_per_a": [[1.8, -0.1, 0.3], [0.2, 0.7, -0.2], [0.1, 0.5, 0.1], [-0.9, -0.7, -0.5], [-0.7, 0.9, 0.4], [-0.1, -0.6, 0.0], [-0.1, -0.5, -0.4], [0.2, -0.2, -0.1], [-0.3, 0.0, 0.4]],
  "nbo_charge": [0.69, 0.33, 0.27, -0.72, -0.72, -0.61, -0.37, 0.09, 0.03]
}